# 1
C26H31AsFeN4O7S3 as an isolated structure, computed with ωB97M-V with the def2-TZVPD basis set.

The calculation puts the HOMO-LUMO gap (spin up / spin down) at 6.0751 / 6.0598 eV. The highest occupied orbital energy (spin up / spin down) is -1.8 / -1.8 eV. As for the total charge: -2. The energy above the lowest of the compared OMol25 structures with the same formula, charge and spin is 8.5 kcal/mol. For the maximum force, the calculation gives 0.744 eV/A. Its total energy is -6449.2620 Eh.

Each line ends with the Löwdin charge.
Geometry (Å):
C: 5.51539 -1.97633 -4.10526  -0.1110
S: -2.79956 1.46107 0.01109  0.2797
O: 0.78698 0.04165 1.62155  -0.1520
C: -0.61586 3.81360 4.67352  -0.4270
H: -0.51638 3.82664 -0.61872  0.1042
C: -0.33250 2.70580 2.41669  -0.0306
C: 0.26183 -1.12399 1.82611  -0.3664
C: -0.48305 3.89354 0.46006  -0.1209
O: -4.02559 0.88106 -0.53418  -0.4078
H: 3.74631 2.01241 -2.88517  0.0381
H: 5.84751 -3.46969 -2.59702  0.0886
C: -0.91969 2.41701 6.65118  -0.2558
C: 1.32639 0.79908 -2.41425  -1.0751
H: -0.80467 5.96160 3.11574  0.1115
H: 6.00702 -2.54116 -4.88902  0.0887
C: -0.57640 -2.78295 3.42475  -0.1281
H: 1.42525 -2.53901 -2.31601  0.0618
C: -3.49661 -0.41929 -3.39314  -0.3297
H: -1.42506 3.32199 6.98943  0.1169
C: 4.24230 -0.52248 -2.11235  -0.0430
H: -0.06002 -3.40220 -1.93210  0.0592
As: -2.96924 -1.58448 -1.90922  1.1138
C: -2.68752 -3.17670 -3.08200  -0.3727
H: -2.60019 -0.16138 -3.95834  0.0151
H: 0.12228 -0.81964 3.93741  0.0930
H: -4.21877 -0.92102 -4.04345  0.0077
H: 5.01726 -0.33831 -5.39777  0.1035
C: -0.66128 5.06348 2.52970  -0.0062
H: 4.69680 -2.16845 -0.82746  0.1026
C: -0.05045 -1.54182 3.14644  -0.0339
O: -1.75942 1.58658 -1.09497  -0.4303
H: -0.68353 -4.04090 0.30323  0.0985
H: 0.87067 2.86491 7.22103  0.0806
C: -0.81143 -3.70518 2.40513  -0.1358
C: -0.64197 5.08602 1.14991  -0.0353
O: -3.05199 2.76147 0.63293  -0.3626
H: -4.69571 -2.99120 -0.68907  0.0056
H: -5.38534 -2.40946 -2.22877  0.0058
C: 0.02560 -2.08522 0.79080  -0.1133
O: -0.66995 4.83601 5.34594  0.0347
C: -0.52376 3.84472 3.18718  -0.1001
C: -4.77590 -2.13603 -1.36293  -0.3437
Fe: -0.21402 0.98822 0.13556  0.3016
H: 1.36803 -3.64734 -0.91795  0.0767
H: -1.81752 -3.00632 -3.71933  0.0027
H: -0.67332 1.76395 4.66494  0.1236
C: 4.96172 -0.73647 -4.39008  -0.0650
C: -0.49540 -3.33877 1.10849  -0.0681
N: 0.71988 -0.33194 -2.31975  -0.0390
C: 3.66649 1.31861 -3.72278  -0.4737
H: -3.91652 0.48781 -2.96470  0.0039
H: -0.77760 6.00830 0.60218  0.1009
H: 3.73319 0.04290 -1.33921  0.0818
H: -5.22455 -1.30065 -0.82863  0.0001
H: -0.82157 -3.04053 4.45080  0.0852
N: 0.29071 -0.56524 -1.00717  -0.0443
C: 4.78671 -1.76620 -1.82907  -0.0836
H: -3.56183 -3.35782 -3.71442  -0.0015
S: 1.67028 1.90015 -1.14170  0.6534
H: -2.50050 -4.06538 -2.47424  -0.0047
H: -1.56279 1.55035 6.79231  0.1263
N: -0.29674 2.73851 1.09187  -0.0224
H: -0.18676 1.70813 2.81579  0.1071
C: 0.36265 -1.78255 -0.60803  -0.2810
C: 4.32143 0.00500 -3.40143  -0.2922
S: 1.89372 1.13673 -4.09436  0.8337
C: 0.81461 -2.90912 -1.49771  -0.0268
O: -2.09415 0.52870 0.97301  -0.3890
H: 4.11350 1.77188 -4.60877  0.0637
H: -1.24082 -4.67621 2.61805  0.0760
N: -0.63134 2.57596 5.25804  0.0961
O: 0.23609 2.17439 7.44130  -0.0539
C: 5.42671 -2.49683 -2.82162  -0.1156

---

# 2
C26H31AsFeN4O7S3 as an isolated structure, computed with ωB97M-V with the def2-TZVPD basis set.

The calculation puts the HOMO-LUMO gap (spin up / spin down) at 6.2683 / 6.1067 eV. The highest occupied orbital energy (spin up / spin down) is -2.0 / -1.9 eV. As for the total charge: -2. The energy above the lowest of the compared OMol25 structures with the same formula, charge and spin is 2.9 kcal/mol. The spin multiplicity is 5. For the maximum force, the calculation gives 0.777 eV/A. Its total energy is -6449.2819 Eh. Its expectation value of S² is 6.010.

Each line ends with the Löwdin charge.
Geometry (Å):
H: 3.33387 0.38199 -3.03465  0.0415
C: 1.17666 2.11589 4.15830  -0.2762
H: -2.82243 -3.58974 -3.10167  0.0079
As: -0.90503 -3.43325 -1.40614  1.0992
C: -1.81740 0.92136 -0.96915  -0.2383
H: -2.32245 -5.52833 -1.68780  0.0087
C: -2.47534 1.14720 0.32533  -0.1092
S: 1.45257 -0.44157 -4.20722  0.7970
H: 0.48658 5.47036 -2.45080  0.0903
C: 3.55344 1.23384 4.19926  -0.4526
O: 4.67686 1.36959 4.67053  0.0253
H: 1.84057 0.92481 2.04154  0.1086
H: 4.43729 -1.24875 4.65920  0.1130
C: 2.16795 2.13037 -3.47598  -0.2985
H: -3.12927 -2.34235 -1.85494  0.0141
Fe: -0.26413 -1.24199 0.42921  0.5410
H: 1.92559 -3.14551 1.72301  0.1059
C: 2.25013 -0.00326 2.42109  -0.0717
N: -0.81375 0.11163 -1.08211  -0.0173
C: -2.60322 1.16076 2.75312  -0.0254
H: -2.00354 -1.99991 -3.18745  0.0026
C: -3.77754 1.67957 0.31762  -0.0714
C: -3.87363 1.66538 2.70084  -0.1071
O: -2.14661 -1.92261 3.20600  -0.3590
C: 3.15374 -0.01416 3.47841  -0.1194
H: 1.07477 3.78860 -0.72673  0.1040
C: 1.89705 2.40524 -2.13799  -0.0483
H: -1.60221 1.74881 -2.94227  0.0571
C: 3.70721 -1.22816 3.85949  -0.0158
O: -0.40805 -2.82802 1.74180  -0.4877
C: 0.96309 4.54044 -2.73659  -0.1111
H: -4.42128 1.83291 3.62271  0.0892
H: 3.36826 0.85431 -4.74883  0.0655
O: -2.35834 -1.95655 0.75800  -0.4538
C: 0.13615 -4.21062 -2.88863  -0.3361
C: 1.82802 3.07653 -4.43763  -0.0646
H: -3.21521 1.14922 -2.57610  0.0864
H: 3.70069 -3.34680 3.47822  0.0972
H: 0.53282 -3.41859 -3.52546  -0.0120
H: -2.36464 -4.94074 0.01821  -0.0053
C: 1.29464 3.60111 -1.77045  -0.0748
O: -0.63494 0.44103 1.70874  -0.1672
N: 1.83635 -1.10848 1.81604  0.0351
N: -0.31122 0.03660 -2.39699  -0.0840
C: 2.34059 -2.27233 2.21072  -0.1195
C: 1.23343 4.27579 -4.07392  -0.1089
C: 2.74612 0.79673 -3.85449  -0.4650
C: -1.74080 -5.11983 -0.85797  -0.3054
H: 2.13495 1.66078 -1.38573  0.0870
H: -0.95383 -5.82298 -0.58001  0.0185
H: -0.48916 -4.88309 -3.48135  0.0082
H: 2.01563 2.85817 -5.48371  0.1044
C: -2.38253 -2.77563 -2.52082  -0.3139
O: -2.51726 -4.03658 2.06104  -0.3900
H: 0.98313 -4.76261 -2.47844  0.0100
O: 0.69402 2.76940 3.02935  -0.0535
H: -5.49455 2.32399 1.42076  0.0770
C: -1.84990 0.88104 1.58105  -0.3638
H: 0.74966 2.58866 5.04778  0.1228
H: -4.26170 1.86602 -0.63142  0.0897
H: 0.97317 5.00222 -4.83505  0.0884
H: -2.67546 2.67555 -1.86440  0.0722
C: -2.35320 1.68035 -2.16320  -0.0375
H: 0.36727 2.09144 2.39133  0.0579
H: 0.89973 1.06087 4.15685  0.1307
C: -4.48414 1.93674 1.46944  -0.1288
C: 3.30329 -2.37793 3.20733  -0.0433
S: 1.84170 -1.19730 -1.28456  0.5280
H: 2.98474 3.06351 4.70312  0.1363
C: 0.84041 -0.53072 -2.49983  -1.1598
S: -1.91133 -2.70766 2.00069  0.2674
N: 2.62288 2.22228 4.28023  0.0991
H: -2.14093 0.89499 3.69414  0.1094

---

Among the records above, which one has the highest maximum force? number 2